DFT (wB97M-V/def2-TZVPD) results for a molecular structure, C52H43N4O3P4Zr.

Geometry as XYZ:
```
107
Properties=species:S:1:pos:R:3
Zr -0.11036 -0.09152 0.72090
O 1.79824 -0.42552 0.35620
P 2.88804 0.63078 0.11950
C 2.38884 2.12498 1.09890
P 0.81204 2.91268 0.52710
O -0.17496 1.78808 0.16200
C 1.10224 3.90768 -0.94900
C 0.16214 3.85728 -1.97730
C 0.29954 4.67648 -3.08280
C 1.36814 5.55478 -3.16750
C 2.30004 5.61098 -2.14340
C 2.16744 4.79988 -1.03100
C 0.15194 3.85788 1.90700
C 0.92494 4.84208 2.52010
C 0.35364 5.65318 3.48240
C -0.98586 5.50228 3.80920
C -1.74856 4.50518 3.21630
C -1.18266 3.67468 2.26540
C 2.91754 0.95608 -1.66320
C 4.12814 1.10158 -2.33240
C 4.14734 1.22268 -3.71180
C 2.96334 1.20178 -4.42890
C 1.75554 1.04128 -3.76630
C 1.72574 0.90898 -2.38830
C 4.47284 0.09268 0.76350
C 4.62014 -1.20382 1.24980
C 5.86104 -1.62972 1.69310
C 6.95194 -0.77302 1.64210
C 6.79754 0.52658 1.17850
C 5.56144 0.96418 0.74250
H 3.19034 2.86528 1.06160
H 2.27284 1.80978 2.15050
H -0.68056 3.18698 -1.90100
H -0.43506 4.64468 -3.87060
H 1.46484 6.20638 -4.02020
H 3.12504 6.30048 -2.20920
H 2.89024 4.88088 -0.23480
H 1.96084 4.98158 2.24860
H 0.94404 6.42008 3.95870
H -1.44306 6.17798 4.51360
H -2.78686 4.38798 3.48170
H -1.76906 2.89768 1.77670
H 5.05834 1.09748 -1.78630
H 5.09024 1.31648 -4.22450
H 2.98674 1.29238 -5.50360
H 0.83944 0.99988 -4.33170
H 0.77534 0.75328 -1.87180
H 3.76354 -1.86312 1.27800
H 5.98154 -2.63272 2.07200
H 7.92504 -1.11572 1.96030
H 7.64384 1.19508 1.15360
H 5.45174 1.97948 0.39200
N -2.20376 -2.30692 0.70120
P -2.70066 -0.70752 0.34430
C -4.46066 -0.83912 0.79570
C -4.83806 -1.66502 1.85500
C -6.18016 -1.83972 2.14180
C -7.14436 -1.17512 1.39890
C -6.76656 -0.30742 0.38510
C -5.42706 -0.13092 0.08350
C -2.71336 -0.67432 -1.50170
C -2.00716 0.35318 -2.12800
C -1.99896 0.46238 -3.50950
C -2.67596 -0.47062 -4.28010
C -3.34556 -1.51782 -3.66560
C -3.37536 -1.61662 -2.28460
P -0.54856 -2.69342 0.41060
C -0.63906 -3.38252 -1.27180
C -1.36956 -4.54092 -1.51680
C -1.47386 -5.02532 -2.80730
C -0.85076 -4.35462 -3.84950
C -0.13926 -3.18772 -3.60910
C -0.03646 -2.69352 -2.32010
C -0.36096 -4.13962 1.49190
C 0.53204 -5.16172 1.16900
C 0.57164 -6.30472 1.94890
C -0.26906 -6.42992 3.04560
C -1.11566 -5.38972 3.39840
C -1.15086 -4.23622 2.63680
H -2.89476 -3.05892 0.63550
H -4.08466 -2.16532 2.44670
H -6.47456 -2.49562 2.94580
H -8.18906 -1.32732 1.61760
H -7.52196 0.22458 -0.17180
H -5.12916 0.54218 -0.70820
H -1.53846 1.12288 -1.51130
H -1.48986 1.28678 -3.98370
H -2.70236 -0.36512 -5.35270
H -3.87026 -2.24332 -4.26610
H -3.93146 -2.41412 -1.81460
H -1.83636 -5.06322 -0.69390
H -2.02686 -5.93172 -2.99660
H -0.91136 -4.74812 -4.85170
H 0.34304 -2.67712 -4.42760
H 0.53394 -1.78472 -2.10320
H 1.17984 -5.06642 0.30780
H 1.24604 -7.10912 1.69920
H -0.25746 -7.33362 3.63300
H -1.75466 -5.47872 4.26270
H -1.78296 -3.40662 2.91940
O -0.35036 -0.68622 2.50080
N -0.04196 0.54478 3.00130
C -0.31096 0.71448 4.25730
C -0.02196 1.95878 4.87650
N 0.21414 2.96328 5.36850
C -0.92606 -0.34422 4.99500
N -1.44856 -1.25612 5.44570
```

Summary:
2S+1 = 1
Kohn-Sham gap = 6.86 eV
Energy above the lowest of the compared OMol25 structures with the same formula, charge and spin = 159.6 kJ/mol
Net charge = +3
HOMO level = -15.81 eV